(1)
82
Properties=species:S:1:pos:R:3:forces:R:3:lowdin_spin:R:1 method="wB97M-V/def2-TZVPD" total_charge=+2 homo_energy_ev="-13.749 / -13.756" e_lumo_ev="-6.957 / -6.428" multiplicity=7 homo_lumo_gap_ev="6.792 / 7.328" largest_force_ev_per_a=1.78 s2=12.74 total_energy_ha=-5427.23583
C 0.840325 -0.883683 -2.666998 -0.0910 0.0742 0.2009 -0.001
C -0.196462 -1.310811 -1.815396 -0.0863 0.6216 -0.2571 -0.002
C -1.493743 -1.441442 -2.349015 0.2592 -0.0337 0.2767 -0.001
C -1.733649 -1.186773 -3.696973 0.0841 0.1045 -0.0828 0.000
C -0.691869 -0.792314 -4.539860 0.0282 0.2113 0.2834 -0.001
C 0.590790 -0.618354 -4.011412 -0.1486 -0.0433 -0.1098 0.000
P 0.118531 -1.540316 -0.009174 -0.1983 -1.6240 -0.7067 -0.017
C -1.183826 -2.779378 0.413946 -0.1646 0.2038 0.2712 0.001
C -2.286733 -2.373000 1.190963 0.3968 -0.2540 -0.2560 0.000
C -3.282788 -3.290071 1.521957 -0.2082 0.1233 0.0979 0.000
C -3.220755 -4.603826 1.054857 0.1995 0.0414 -0.0197 0.000
C -2.133355 -5.002154 0.273709 0.2427 0.1553 -0.0561 0.000
C -1.107876 -4.102157 -0.042096 -0.3658 0.1743 0.2304 0.000
Tb 0.217678 0.477069 2.120799 0.0743 -0.3122 0.8506 6.122
P 0.122120 1.858621 -0.235991 0.0636 0.9006 -0.2930 -0.023
C -1.274624 1.936796 -1.370281 -0.2905 -0.1358 -0.4070 0.000
C -1.098154 2.287242 -2.714956 -0.3597 -0.0257 0.2493 -0.001
C -2.212415 2.353313 -3.556348 0.0942 -0.1045 -0.0530 0.000
C -3.485536 2.042647 -3.078195 0.0807 -0.0270 -0.0369 0.000
C -3.655205 1.638971 -1.749812 0.1272 0.0013 0.1403 0.000
C -2.557088 1.581773 -0.892973 0.3527 0.1238 -0.3537 0.000
C -0.077475 3.299714 0.923156 0.2262 -0.5443 -0.2113 -0.006
C 0.797525 3.381564 2.038604 -0.6042 0.1555 -0.4273 -0.010
C 0.600266 4.408245 2.969534 0.3947 -0.2854 0.1896 -0.001
C -0.429706 5.327810 2.806105 0.0172 -0.0305 -0.0297 0.000
C -1.294064 5.224207 1.715454 -0.0264 -0.0465 -0.1872 -0.003
C -1.128594 4.216962 0.768001 0.1666 -0.2347 0.4703 0.001
C 1.726228 2.169878 -1.030956 0.2165 0.1476 0.2525 -0.002
C 2.808798 1.284010 -0.838167 -0.3763 0.3114 -0.1048 0.000
C 4.048488 1.579945 -1.403574 0.0722 -0.0527 0.0894 0.000
C 4.229690 2.764580 -2.122978 -0.1271 -0.0382 0.0417 0.000
C 3.174013 3.670113 -2.254115 -0.2878 0.0755 0.0485 0.000
C 1.922323 3.389053 -1.696002 0.4456 -0.2911 -0.0985 -0.001
C 1.711079 -2.477033 -0.010692 0.2419 0.2580 0.3086 -0.001
C 2.139193 -3.282568 -1.081039 0.2398 -0.0450 0.3406 0.000
C 3.344743 -3.992914 -0.986384 -0.2665 0.1879 -0.0024 0.000
C 4.122935 -3.926767 0.171501 -0.1267 -0.0174 -0.1085 0.000
C 3.703291 -3.123976 1.232551 0.1475 0.1664 0.2572 0.000
C 2.529084 -2.380102 1.134926 -0.1031 -0.0903 -0.4830 -0.002
H 1.667616 2.694686 2.157098 -0.2777 0.5250 -0.2039 -0.004
H 1.257490 4.460916 3.837433 -0.1516 0.1242 -0.2170 0.000
H -0.565915 6.132532 3.530168 0.0593 -0.2902 -0.1850 0.000
H -2.108667 5.932711 1.593753 0.1536 -0.0498 0.0534 0.000
H -1.818056 4.107403 -0.070428 0.2279 0.1501 0.2327 0.000
H -0.100573 2.495931 -3.097383 -0.2784 -0.0174 0.0186 0.000
H -2.066180 2.622702 -4.604626 -0.1112 -0.0433 0.3417 0.000
H -4.349273 2.089961 -3.751066 0.3809 -0.0126 0.3138 0.000
H -4.642522 1.357032 -1.381752 0.2729 0.1153 -0.1120 0.000
H -2.687896 1.251880 0.142673 -0.0319 0.1266 -0.2398 0.000
H 2.682250 0.368303 -0.242724 0.0418 0.2330 -0.3791 0.000
H 4.879289 0.882069 -1.274732 -0.2594 0.2630 -0.0351 0.000
H 5.202906 2.993296 -2.568079 -0.3957 -0.1063 0.1879 0.000
H 3.312632 4.610899 -2.788511 0.0395 -0.2826 0.1558 0.000
H 1.103441 4.107364 -1.760696 0.2662 -0.1359 -0.0843 0.000
H 1.549177 -3.351651 -1.994308 0.1202 0.0026 0.2540 0.000
H 3.666872 -4.597630 -1.835002 -0.0751 0.1362 0.2776 0.000
H 5.057812 -4.496049 0.238605 -0.4561 0.2767 0.0086 0.000
H 4.295960 -3.066359 2.149621 -0.1484 -0.0134 -0.3649 0.000
H 2.246852 -1.728766 1.977888 0.0626 -0.3608 -0.2543 -0.003
H -2.369461 -1.336029 1.545060 0.0288 -0.3470 -0.0567 0.000
H -4.114653 -2.974134 2.156594 0.2410 -0.1081 -0.2663 0.000
H -4.009884 -5.322303 1.305309 0.3668 0.3589 -0.0965 0.000
H -2.064044 -6.025042 -0.090251 -0.0608 0.1932 0.0849 0.000
H -0.256216 -4.421311 -0.641120 -0.2262 -0.0177 0.1452 0.000
H -2.321150 -1.753140 -1.709164 0.2286 0.0895 -0.1581 0.000
H -2.751675 -1.260164 -4.083426 0.3225 -0.1037 0.0932 0.000
H -0.882481 -0.567490 -5.591772 0.0578 -0.1599 0.3975 0.000
H 1.397086 -0.253952 -4.650787 -0.1943 -0.2155 0.1737 0.000
H 1.855563 -0.756095 -2.281776 -0.3618 -0.0613 -0.1441 0.000
H 0.043487 0.281507 -7.466610 0.3988 0.0157 -0.0020 0.000
H 0.791691 0.267426 -7.387683 -0.3712 0.0092 -0.0476 0.000
Cl 0.302900 -3.149277 3.494756 -0.0903 -0.0757 0.2705 0.000
C -0.280147 -1.933158 4.582288 -0.1007 0.5470 0.5703 0.000
C -0.503076 -0.665208 4.059391 -0.2064 0.3727 -0.4973 -0.021
C -0.957698 0.337541 4.909178 0.4274 -1.2777 0.4056 -0.003
Cl -1.271680 1.886246 4.063027 -0.1231 -0.2286 0.5658 -0.018
C -1.101456 0.142274 6.291782 0.0511 0.1019 -0.4479 0.000
Cl -1.498289 1.454467 7.304038 -0.1580 0.1252 0.1393 0.000
C -0.880769 -1.151931 6.821036 0.0337 0.1132 -1.2504 -0.002
Cl -1.126455 -1.467633 8.466350 0.0187 0.0689 0.1493 -0.001
C -0.489701 -2.197353 5.946505 -0.1212 0.2992 -0.3619 0.000
Cl -0.298316 -3.787344 6.516679 0.0595 -0.1411 0.2503 0.000



(2)
13
Properties=species:S:1:pos:R:3:forces:R:3:lowdin_charge:R:1 method="wB97M-V/def2-TZVPD" smiles=COc1c[nH]cn1 total_charge=0 homo_energy_ev=-8.057 e_lumo_ev=0.958 de_lowest_ev=2.0770 homo_lumo_gap_ev=9.015 largest_force_ev_per_a=1.46 total_energy_ha=-340.71858
C -1.512387 -0.306668 -1.635217 -0.5292 0.9263 -0.2524 -0.030
O -1.125737 0.931005 -0.827448 0.0746 -1.1751 -0.2892 -0.061
C -0.156266 0.609691 0.048215 0.2608 -0.7672 0.0225 -0.386
C 0.610004 1.245118 1.008096 -0.1276 -0.1105 -0.1670 -0.018
N 1.420534 0.215709 1.504426 0.1502 0.0411 0.1621 0.035
C 1.108578 -0.912345 0.848249 0.4221 -0.1261 0.3878 -0.202
N 0.178137 -0.700072 -0.015354 0.5833 -0.5310 0.4285 0.065
H -1.246410 -0.006240 -2.637901 -0.5399 0.0921 -0.3940 0.077
H -2.564615 -0.389901 -1.410988 -0.4188 0.1427 -0.5390 0.076
H -1.080765 -1.317384 -1.489359 0.0154 1.3743 0.4786 0.077
H 0.708819 2.245902 1.410084 -0.2404 -0.2358 -0.3092 0.106
H 2.120397 0.274407 2.220252 -0.0107 0.2762 0.0738 0.140
H 1.539709 -1.889220 0.976944 0.3603 0.0930 0.3976 0.121



(3)
10
Properties=species:S:1:pos:R:3:forces:R:3:lowdin_charge:R:1 method="wB97M-V/def2-TZVPD" smiles="O=[N+]([O-])c1cocn1" total_charge=0 homo_energy_ev=-10.110 e_lumo_ev=-1.053 de_lowest_ev=6.9144 homo_lumo_gap_ev=9.056 largest_force_ev_per_a=6.63 total_energy_ha=-450.54918
C 0.384760 -0.196830 -0.029515 1.0696 4.0855 -1.4436 -0.197
C -0.462168 0.956161 -0.120964 6.2351 2.2254 0.2827 -0.075
C -1.598846 -0.817130 0.019535 -4.9091 0.0321 1.1272 -0.150
H -0.345188 2.082912 -0.061692 0.3952 -1.8359 -0.4024 0.173
H -2.820414 -1.122642 0.398599 4.5061 0.0295 -1.6343 0.234
N 1.880132 -0.140753 -0.132826 2.9786 1.9114 3.4500 -0.233
N -0.398347 -1.242827 0.007286 -0.5657 -3.0436 0.6551 0.153
O 2.627728 -1.150763 -0.092321 -2.9693 2.6638 -0.8903 0.068
O 2.364876 1.080280 0.127303 -2.2098 -4.6059 -1.7533 -0.018
O -1.632532 0.551589 -0.115403 -4.5306 -1.4622 0.6088 0.045



(4)
9
Properties=species:S:1:pos:R:3:forces:R:3:lowdin_charge:R:1 method="wB97M-V/def2-TZVPD" smiles="FC(F)=C(F)[SiH3]" total_charge=0 homo_energy_ev=-9.968 e_lumo_ev=0.762 de_lowest_ev=6.7128 homo_lumo_gap_ev=10.729 largest_force_ev_per_a=1.86 total_energy_ha=-667.02566
C -2.967626 -0.256994 -0.099222 0.1105 -0.1955 1.5565 -0.381
C -1.909621 0.562454 0.048536 -1.1379 1.2628 -0.7447 -0.342
F -2.888298 -1.576496 -0.026542 0.6845 -0.0254 -0.4724 0.108
F -4.247886 0.026744 0.007834 0.1788 0.8928 -0.4357 0.152
F -2.190014 1.938051 0.086335 0.0256 -1.3301 -0.0538 -0.048
Si -0.114089 0.077109 0.005003 -0.2507 0.0665 -1.6796 0.719
H -0.316488 -1.292531 0.309679 0.3949 -1.2195 0.5364 -0.080
H 0.622587 0.887527 0.939421 0.3403 0.2663 0.4224 -0.074
H 0.487851 0.101055 -1.404389 -0.3460 0.2822 0.8710 -0.054